# 1
56
Properties=species:S:1:pos:R:3:forces:R:3:lowdin_spin:R:1 method="wB97M-V/def2-TZVPD" homo_energy_ha="-0.203 / -0.304" spin_multiplicity=3 energy_ha=-3415.68757 homo_lumo_gap_ha="0.2082 / 0.3091" e_lumo_ev="0.15 / 0.13"
H -6.36936 3.83666 -3.99258 -0.001 0.000 0.000 0.000
C -1.58691 -0.37632 3.25068 -0.003 0.012 -0.028 0.010
Ti -0.04657 0.10908 -0.04608 0.254 -0.336 0.051 1.640
H -1.88840 -0.99199 2.40202 0.020 -0.006 0.002 0.004
C -2.03088 2.00864 -3.07599 0.005 0.053 0.005 0.001
H -4.78444 2.04953 -5.03016 0.002 -0.004 0.000 0.000
C 4.18796 0.22082 1.23806 0.022 0.013 0.042 -0.003
N -1.45630 1.68355 0.68326 -0.102 0.039 0.005 0.021
O -1.23764 -3.69910 -1.08046 -0.012 -0.006 -0.062 0.002
H -2.08461 0.59200 3.17083 -0.001 -0.007 0.014 0.002
C 2.79235 0.12193 -2.39550 -0.008 0.014 0.002 0.007
C 3.10540 0.16416 -0.94064 0.010 0.017 -0.055 0.031
C -3.27578 3.60099 1.53781 0.048 -0.057 -0.015 0.018
H 0.03076 2.90331 1.39650 -0.008 0.037 0.034 0.007
O -0.06908 0.52387 -3.91667 -0.030 0.020 -0.019 0.000
H -3.05290 0.61085 -0.02758 -0.053 0.017 0.005 0.002
H 2.01126 -0.61175 -2.59212 0.003 -0.010 0.016 0.003
H 2.41347 1.08533 -2.73353 0.002 0.001 0.004 0.001
H 3.67750 -0.14062 -2.97266 -0.005 0.003 -0.004 0.000
N 0.59836 -0.02680 2.14558 -0.076 0.044 -0.056 0.028
C 1.94808 0.04866 2.42155 -0.002 0.030 0.042 0.010
H -5.34211 4.93049 -4.90948 0.005 -0.001 -0.003 0.000
C -1.91430 3.78331 1.72150 0.040 0.097 0.020 0.000
C -2.77076 1.51926 0.49078 0.029 -0.031 -0.005 0.019
C -0.95998 -2.51707 -1.03723 0.028 0.109 0.068 0.005
C -4.26293 3.58532 -3.62506 -0.011 -0.006 -0.016 0.000
H -1.53223 4.67546 2.19835 0.039 -0.021 -0.004 -0.001
C -0.10552 -0.20982 3.22944 -0.012 -0.065 -0.009 0.036
C 2.83454 0.15836 1.26754 -0.033 -0.001 -0.073 0.011
O 0.16900 1.73446 -1.75612 -0.013 -0.008 0.003 0.027
C 2.26556 -0.04428 3.73765 0.018 -0.049 -0.009 -0.004
H 4.87804 0.23349 2.06446 -0.022 0.004 0.020 0.000
H -2.79784 0.65534 -4.54932 -0.026 0.001 -0.016 0.000
O -0.32594 -1.92231 -0.06635 0.031 0.001 0.085 0.025
H -2.39147 -1.85034 -2.49018 0.011 -0.012 -0.008 0.000
C -5.46087 4.43779 -3.94253 -0.004 0.002 0.011 0.000
C -2.20707 3.20739 -2.40742 -0.052 0.034 -0.027 0.001
S 4.72660 0.24022 -0.38233 -0.016 -0.029 0.002 0.009
C -3.32285 3.98857 -2.68658 0.038 -0.019 0.012 0.000
H -5.60423 5.21199 -3.18954 -0.003 0.003 -0.003 0.000
H -3.98375 4.34586 1.87582 -0.003 0.006 -0.001 0.001
N 2.22479 0.14344 0.02516 0.006 0.036 0.022 0.026
H -3.45990 4.92882 -2.16476 0.003 0.002 0.004 0.000
H -0.72156 -1.82998 -3.06394 -0.010 -0.006 -0.001 0.000
C -1.04180 2.80390 1.27885 -0.002 0.040 0.053 0.027
H -1.91155 -0.85819 4.17112 -0.011 0.003 0.002 0.001
H -4.76021 2.26839 0.73000 0.014 -0.036 -0.022 -0.001
N -1.23689 -0.21313 -1.78665 0.053 0.112 -0.045 0.009
S 0.84443 -0.27772 4.65706 -0.011 0.051 -0.005 0.012
C -2.95648 1.58997 -4.02609 0.084 -0.017 0.045 0.000
H 3.23832 -0.02493 4.19863 0.015 -0.003 -0.025 0.000
C -4.06165 2.37520 -4.29098 -0.036 0.000 -0.030 0.000
H -1.47323 3.52666 -1.67987 0.011 -0.014 0.005 0.000
C -1.36578 -1.59891 -2.21061 -0.039 -0.009 0.023 0.005
C -3.70862 2.44586 0.90736 -0.092 0.020 -0.026 -0.001
S -0.67383 0.93990 -2.67510 -0.093 -0.067 -0.025 0.006


# 2
45
Properties=species:S:1:pos:R:3:forces:R:3:mulliken_charge:R:1 method="wB97M-V/def2-TZVPD" homo_energy_ha=-0.421 total_charge=+1 energy_ha=-851.74654 homo_lumo_gap_ha=0.2721 e_lumo_ev=-4.04
C 4.55466 -1.09705 -0.03042 0.175 0.704 0.190 -0.353
H 2.91832 -4.07080 -0.69662 0.061 0.268 0.004 0.378
H -3.46548 -4.02674 -1.18316 0.002 0.112 0.335 0.400
C -2.05735 3.49816 0.56306 0.462 0.270 -0.704 -0.417
C 4.23527 -2.52806 0.04763 -0.505 -1.085 -0.480 -0.752
C -3.49679 -3.39099 0.89551 -0.034 -0.120 0.038 -0.434
H -4.20975 -4.15802 1.21375 0.230 0.360 -0.168 0.388
C -0.96169 0.83068 -0.00198 1.277 0.311 -0.258 -0.635
C -0.46619 4.34602 -1.08864 -0.435 -0.428 0.203 -0.458
H -3.40312 -2.44505 2.84917 0.132 -0.133 -0.417 0.387
H -0.32686 -0.67097 -1.38769 0.104 -0.053 0.394 0.746
C -3.07072 -3.34217 -0.43188 -0.119 -0.013 -0.273 -0.679
H 1.85066 0.92836 -0.58797 0.103 -0.328 0.330 0.233
C -0.53208 -0.55748 -0.31873 -2.540 0.827 -1.615 0.012
H -3.21098 4.96498 1.61124 0.308 0.140 -0.223 0.374
H -2.53236 2.64442 1.04884 -0.032 0.469 -0.059 0.373
H 4.18247 -2.86610 1.08902 0.242 0.090 -0.019 0.348
C 3.72295 -0.07181 -0.29143 0.915 0.259 -0.326 -0.696
H 0.43562 -0.78579 0.56525 0.647 0.267 0.000 -0.170
H 0.28435 4.14286 -1.85752 -0.228 0.159 0.219 0.324
H -0.02540 1.77695 -1.65178 -0.331 0.046 0.151 0.511
C -1.60764 -1.53390 0.12146 1.306 0.222 0.226 0.034
C -2.13326 -2.39635 -0.83062 0.035 -0.122 0.155 -0.091
H 2.91871 -2.60404 -1.68983 0.054 -0.058 0.099 0.386
H -1.71876 -0.75101 2.14471 -0.010 -0.464 -0.149 0.395
H -0.37104 6.48988 -1.28948 -0.091 -0.201 0.172 0.382
C 1.70137 -2.49878 0.10547 -0.669 -0.925 0.309 -0.294
C 2.94904 -2.97474 -0.65966 -0.290 0.204 0.344 -1.050
C -1.81020 5.88181 0.21150 0.080 -0.076 -0.091 -0.355
H -2.11091 6.90160 0.46939 0.166 -0.363 -0.185 0.365
H 5.05830 -3.07951 -0.41478 0.130 0.035 0.168 0.427
H 4.17733 0.92177 -0.42423 -0.263 -0.516 0.198 0.342
C 1.39739 -1.05703 -0.07425 1.775 0.591 0.569 0.736
C -0.66605 1.90561 -0.77111 0.304 -1.044 0.491 -0.259
C 2.28051 -0.05873 -0.36766 -1.971 -0.135 0.334 0.218
H 0.80646 -3.08152 -0.20246 0.427 0.217 0.091 0.365
C -3.02386 -2.46111 1.82288 0.244 0.406 0.140 -0.749
H -1.81356 -2.28025 -1.87014 -0.108 -0.335 0.324 0.386
H -1.51703 0.97270 0.91848 0.096 -0.131 -0.174 -0.019
C -2.42598 4.81049 0.86872 0.164 -0.579 -0.132 -0.663
C -1.07852 3.24820 -0.43686 -0.373 1.393 0.360 0.718
C -2.06209 -1.51707 1.44225 -0.521 -0.502 -0.084 -0.224
H 5.61424 -0.87877 0.15362 -0.429 0.188 -0.258 0.362
H 1.84073 -2.73213 1.18525 -0.195 0.174 -0.535 0.317
C -0.83070 5.65147 -0.76826 -0.294 -0.100 0.308 -0.608


# 3
52
Properties=species:S:1:pos:R:3:forces:R:3:mulliken_charge:R:1 method="wB97M-V/def2-TZVPD" homo_energy_ha=-0.352 total_charge=+1 energy_ha=-5347.62917 homo_lumo_gap_ha=0.2362 e_lumo_ev=-3.16
C -5.34882 -1.09081 1.35985 0.001 0.005 0.003 -0.432
H 1.18357 1.61037 -1.40518 0.011 0.038 0.070 0.279
H -1.75689 -0.89151 -5.00820 -0.006 0.008 0.002 0.416
C 4.34384 -1.36183 -0.01415 -0.148 -0.134 -0.102 -0.216
N 5.84215 -0.72850 1.42290 0.031 -0.083 -0.141 -0.034
H 3.80638 -1.77031 -0.85218 -0.015 0.021 -0.007 0.439
C -3.96007 0.70259 0.56858 -0.065 0.096 -0.076 -0.199
H -6.01369 0.93254 1.12889 0.012 0.022 -0.003 0.415
Ga 1.74058 -0.27864 1.12703 -0.444 3.872 -0.195 0.330
H 0.60521 -2.05765 -0.82710 -0.071 0.008 0.033 0.419
C -1.16475 4.50576 -0.41622 0.002 0.079 0.023 -0.791
As -1.15393 0.31731 -0.19221 0.676 0.025 0.206 1.271
H 6.49489 -1.83149 -0.30684 0.007 0.020 -0.033 0.419
H -2.17039 0.42150 -2.96706 0.018 0.010 -0.015 0.400
H -3.86490 1.74406 0.30374 0.005 -0.039 -0.028 0.213
C 4.64623 -0.31090 1.84736 -0.177 0.162 0.213 -0.263
O 1.97871 1.41986 0.98995 0.465 0.109 -0.688 -0.625
C -1.54157 3.19780 -0.16104 -0.165 0.044 0.166 -0.325
C -0.69645 2.15324 -0.51185 -0.628 -0.056 -0.144 0.838
C 5.67285 -1.40263 0.23548 0.113 0.125 0.096 -0.559
C 0.05206 4.76765 -1.02449 0.073 -0.073 -0.009 -0.460
H -4.41416 -3.01909 1.47668 0.007 -0.009 -0.010 0.394
H 1.01494 -3.35420 -2.87416 -0.003 -0.009 0.002 0.411
C -1.46952 -0.40577 -2.94342 -0.060 0.106 0.003 -0.454
H -2.23934 -2.21720 0.65792 0.006 0.014 -0.002 0.350
N 3.70390 -0.67399 0.99947 0.597 -1.810 -0.086 0.000
C -2.89646 -0.18133 0.44101 -0.052 0.442 -0.182 0.662
H 1.07359 -1.56610 4.71027 0.084 0.083 0.029 0.328
H -0.16219 -2.77783 -4.96600 0.002 -0.001 -0.003 0.403
C 0.32066 -2.52456 -2.89392 0.028 -0.035 -0.061 -0.810
H -1.82042 5.31936 -0.13794 -0.020 -0.014 0.012 0.409
H 0.08879 -1.68840 3.26816 0.020 0.166 -0.260 0.228
C 0.52200 2.41604 -1.12101 0.141 -0.372 -0.263 -0.401
H -6.30543 -1.44565 1.71894 -0.002 -0.003 0.001 0.398
C -1.23842 -1.14245 -4.09292 -0.019 -0.019 -0.041 -0.697
H 2.57273 -0.30072 3.41642 -0.300 0.389 0.129 0.305
C 0.89334 3.72118 -1.37648 -0.059 0.193 -0.030 -0.782
C -0.80076 -0.72588 -1.76781 -0.092 0.216 -0.003 0.243
H 0.34680 5.78918 -1.22452 0.002 0.004 -0.003 0.396
H 1.84286 3.92434 -1.85119 0.023 -0.029 0.024 0.385
O -0.14889 -0.30510 1.02581 -0.190 -1.806 0.188 -0.116
H 4.51253 0.25759 2.75195 -0.030 0.142 -0.083 0.465
C 1.10833 -1.58878 3.62342 -0.196 -0.090 0.669 -0.579
C 0.09055 -1.78683 -1.74274 0.099 -0.055 0.087 0.041
C -0.34208 -2.20151 -4.06857 0.014 -0.015 0.010 -0.461
C -5.18499 0.24486 1.03017 -0.064 -0.064 0.031 -0.829
H 1.71114 -2.44331 3.31185 0.030 0.046 -0.122 0.302
C -4.28712 -1.97524 1.22393 -0.056 -0.010 0.031 -0.704
O 1.64935 -0.33087 3.12082 0.116 -1.613 0.560 -0.272
H -2.48772 3.02131 0.32724 0.056 0.004 0.038 0.230
H 6.71541 -0.56507 1.89624 0.018 0.064 -0.029 0.212
C -3.06439 -1.52243 0.76309 0.207 -0.175 -0.004 -0.594